Formula: C16H36As2CsF12P
Source: OMol25
Level of theory: ωB97M-V/def2-TZVPD

Each line ends with the natural charge from an NBO analysis.
Atoms and positions in Å:
1 Cs -8.2172 -4.0653 -7.0292  1.00
2 C -12.3622 -10.0086 5.5697  -0.61
3 C -11.4987 -9.4864 4.5028  -0.39
4 C -10.0099 -9.6202 4.8719  -0.41
5 C -9.2056 -9.1450 3.6871  -0.74
6 P -7.4912 -8.8320 4.1554  1.56
7 C -6.3177 -9.0035 2.6664  -0.69
8 C -6.9007 -8.4660 1.2513  -0.38
9 C -5.8184 -8.7667 0.1442  -0.40
10 C -6.3097 -8.4342 -1.2012  -0.61
11 C -7.3869 -7.0824 4.6514  -0.75
12 C -7.9413 -6.6702 6.0130  -0.41
13 C -8.9571 -5.5344 5.9558  -0.41
14 C -10.3608 -5.7943 5.2568  -0.61
15 C -6.9781 -9.7538 5.6355  -0.75
16 C -5.5589 -9.4370 6.1744  -0.40
17 C -4.3979 -10.1356 5.4649  -0.40
18 C -3.1617 -10.5270 6.3662  -0.60
19 H -12.3021 -9.5055 6.5348  0.21
20 H -12.1028 -11.0274 5.8575  0.20
21 H -13.4149 -10.0416 5.2887  0.23
22 H -11.7377 -8.4335 4.3533  0.22
23 H -11.6837 -9.9755 3.5464  0.21
24 H -9.6591 -10.5308 5.3575  0.22
25 H -9.8877 -8.8899 5.6719  0.20
26 H -9.5741 -8.2472 3.1910  0.27
27 H -9.1638 -9.9535 2.9573  0.25
28 H -6.0343 -10.0493 2.5486  0.25
29 H -5.4252 -8.3988 2.8277  0.25
30 H -7.0374 -7.3898 1.3577  0.22
31 H -7.8894 -8.8933 1.0841  0.21
32 H -5.6063 -9.8357 0.1633  0.20
33 H -4.8208 -8.3878 0.3662  0.21
34 H -7.3594 -8.7138 -1.2908  0.21
35 H -5.8768 -9.0790 -1.9660  0.22
36 H -6.1276 -7.3848 -1.4327  0.22
37 H -8.0587 -6.5647 3.9667  0.27
38 H -6.3166 -6.8782 4.6230  0.25
39 H -7.2099 -6.4376 6.7871  0.23
40 H -8.5076 -7.5067 6.4225  0.19
41 H -8.4383 -4.6470 5.5930  0.21
42 H -9.2110 -5.0778 6.9124  0.23
43 H -10.2841 -6.0436 4.1985  0.20
44 H -10.9743 -4.8939 5.2890  0.25
45 H -10.7818 -6.6518 5.7818  0.19
46 H -7.1427 -10.8146 5.4462  0.25
47 H -7.5886 -9.5215 6.5082  0.27
48 H -5.6385 -9.8834 7.1656  0.22
49 H -5.2918 -8.3851 6.2756  0.22
50 H -4.0604 -9.4512 4.6865  0.19
51 H -4.7597 -11.0096 4.9234  0.19
52 H -3.4741 -11.3113 7.0557  0.21
53 H -2.7726 -9.6288 6.8458  0.21
54 H -2.3091 -10.8738 5.7823  0.22
55 As -11.6872 -3.1571 -1.4939  2.79
56 F -11.7764 -2.0055 -0.1660  -0.61
57 F -10.7394 -4.2916 -0.3292  -0.66
58 F -11.4652 -4.3677 -2.7859  -0.63
59 F -12.5937 -2.1241 -2.6392  -0.62
60 F -10.1440 -2.3752 -2.0824  -0.64
61 F -13.1854 -3.9682 -0.8788  -0.62
62 As -10.8780 -0.4137 -11.3096  2.80
63 F -11.3649 -1.0950 -9.7467  -0.64
64 F -12.4910 0.2213 -11.7085  -0.62
65 F -10.2095 0.4625 -12.8279  -0.64
66 F -9.2112 -1.0576 -11.0586  -0.65
67 F -11.2956 -1.8754 -12.2053  -0.62
68 F -10.5010 1.0664 -10.4316  -0.63

Forces on the atoms, in the same order (eV/Å):
-0.34 0.31 -0.07
-1.27 -1.28 1.38
0.90 -0.14 -0.34
-0.97 1.89 0.49
1.31 -1.20 -0.22
0.99 1.15 -0.42
-1.35 0.56 -0.60
1.60 -0.23 1.58
-0.56 -1.36 1.82
-0.42 0.08 -1.43
-0.13 -0.19 0.31
-1.53 -0.72 1.21
-0.81 1.51 -0.61
1.95 -0.06 0.27
0.43 0.24 -0.14
0.42 -1.43 0.22
0.95 -0.02 -0.34
-1.05 0.63 -0.90
0.11 0.60 -0.17
0.06 -0.31 -0.32
-0.01 0.14 -0.02
0.27 0.15 -0.17
-0.11 -0.18 -0.02
-0.32 -0.46 -0.68
0.11 0.17 0.24
-0.19 -0.01 0.14
-0.14 0.04 -0.35
0.00 -0.04 0.16
0.04 -0.19 0.50
-0.06 0.10 -0.13
0.23 -0.22 -0.48
-0.32 -0.37 0.19
-0.22 0.73 0.22
-0.24 0.55 0.09
0.55 0.29 -0.05
-0.37 -0.06 -0.27
0.86 0.31 -0.74
-0.15 0.64 -0.63
0.38 -0.03 -0.38
0.06 -0.26 0.27
-0.06 0.04 -1.03
0.08 -0.94 0.68
0.15 -0.10 -0.11
-0.07 -0.24 0.32
-0.51 0.19 -0.01
0.39 -0.16 0.03
-0.74 0.28 -0.56
0.33 0.34 0.34
-0.57 0.11 0.11
0.26 -0.04 -0.18
-0.01 -0.24 0.13
0.25 0.23 0.25
-0.26 -0.11 0.51
-0.29 -0.27 -0.24
0.60 -0.69 0.50
-0.01 -0.54 -1.04
-0.88 1.39 -1.61
-0.27 0.64 0.93
0.72 -1.02 1.37
-1.44 -0.90 0.80
1.53 0.92 -0.99
0.77 1.68 -1.60
0.07 -0.07 -1.04
1.16 -0.62 0.60
-0.96 -1.54 1.86
-1.24 0.32 0.03
0.41 0.76 0.67
-0.04 -0.76 -0.33

=====

Formula: C5H8O
Source: OMol25
Level of theory: ωB97M-V/def2-TZVPD

Each line ends with the natural charge from an NBO analysis.
Atoms and positions in Å:
1 C -0.3039 -0.4090 -1.5403  -0.61
2 C 0.5738 -0.5808 -0.3161  -0.19
3 C 1.2105 0.5898 0.3521  -0.40
4 C 0.1116 -0.1625 1.0696  -0.35
5 C -1.2273 0.4689 1.2084  0.44
6 O -2.0715 0.0972 1.9892  -0.52
7 H -0.6494 0.6236 -1.6481  0.21
8 H 0.2531 -0.6627 -2.4479  0.22
9 H -1.1822 -1.0558 -1.4931  0.22
10 H 1.1496 -1.5042 -0.3100  0.22
11 H 0.9645 1.5804 -0.0315  0.21
12 H 2.2181 0.5036 0.7443  0.23
13 H 0.3744 -0.8197 1.8971  0.24
14 H -1.4213 1.3314 0.5264  0.10

Forces on the atoms, in the same order (eV/Å):
0.05 0.08 0.03
0.08 -0.07 -0.20
0.13 0.10 -0.03
-0.24 0.00 0.24
-0.01 -0.12 0.07
0.30 0.20 -0.25
0.02 -0.13 0.03
-0.05 0.05 0.14
0.03 0.00 -0.02
-0.08 0.16 0.03
-0.01 -0.22 0.08
-0.15 -0.02 -0.03
-0.05 0.15 -0.20
-0.01 -0.19 0.13

As for the SMILES: C[C@H]1C[C@H]1C=O.

=====

Formula: C21H24NOS2
Source: OMol25
Level of theory: ωB97M-V/def2-TZVPD

Each line ends with the natural charge from an NBO analysis.
Atoms and positions in Å:
1 C -3.5709 -0.1476 -2.3500  -0.22
2 C -3.1059 1.0942 -1.8960  -0.20
3 C -1.8252 1.2111 -1.3680  -0.22
4 C -0.9846 0.0807 -1.2723  -0.08
5 C 0.3308 0.2053 -0.6830  -0.36
6 C 1.3745 -0.6476 -0.9736  0.20
7 N 2.6295 -0.2525 -1.3054  -0.34
8 C 3.5276 -1.3253 -1.7558  -0.25
9 C 4.9707 -0.8533 -1.7988  -0.08
10 O 5.0908 0.4121 -2.4464  -0.51
11 C 4.3264 1.4535 -1.8446  -0.08
12 C 2.8379 1.1201 -1.7739  -0.26
13 C -1.4441 -1.1549 -1.7721  -0.18
14 C -2.7419 -1.2713 -2.2614  -0.21
15 H -4.5803 -0.2325 -2.7606  0.23
16 H -3.7435 1.9768 -1.9541  0.22
17 H -1.4454 2.1733 -1.0112  0.22
18 H 0.5550 1.1377 -0.1563  0.22
19 H 1.2345 -1.7341 -0.9018  0.20
20 H 3.4265 -2.1501 -1.0448  0.22
21 H 3.2347 -1.6803 -2.7609  0.21
22 H 5.3733 -0.8214 -0.7666  0.17
23 H 5.5634 -1.5319 -2.4289  0.22
24 H 4.6864 1.6794 -0.8226  0.17
25 H 4.4836 2.3199 -2.5061  0.22
26 H 2.3946 1.2678 -2.7787  0.22
27 H 2.3440 1.8158 -1.0878  0.23
28 H -0.7789 -2.0205 -1.7494  0.20
29 H -3.1047 -2.2429 -2.5917  0.22
30 C -3.7241 2.4747 2.1131  -0.13
31 C -4.0229 1.2049 1.6033  -0.22
32 C -3.0386 0.2243 1.5686  -0.11
33 C -1.7130 0.5393 1.9434  -0.23
34 C -0.6525 -0.4286 1.7630  -0.17
35 S 0.8233 -0.2643 2.6300  0.33
36 C 0.7407 -1.9032 3.4681  -0.53
37 C -0.3389 -2.7896 2.8799  -0.53
38 S -0.9781 -2.0656 1.3161  0.34
39 C -1.4273 1.8128 2.4809  -0.08
40 C -2.4312 2.7687 2.5734  -0.24
41 H -4.4988 3.2451 2.1385  0.24
42 H -5.0211 0.9801 1.2276  0.24
43 H -3.2660 -0.7879 1.2289  0.24
44 H 1.7400 -2.3361 3.3565  0.24
45 H 0.5509 -1.6922 4.5267  0.25
46 H 0.0291 -3.7964 2.6579  0.25
47 H -1.2180 -2.8607 3.5293  0.24
48 H -0.4107 2.0424 2.8190  0.22
49 H -2.2016 3.7509 2.9983  0.24

Forces on the atoms, in the same order (eV/Å):
0.00 0.21 0.25
-0.01 -0.27 -0.19
0.19 -0.32 0.28
-0.68 -0.30 -0.21
-0.32 0.87 1.04
1.19 0.22 0.07
-1.64 -0.74 0.53
0.24 -0.03 -0.32
0.22 0.38 -0.01
-0.41 -0.12 0.30
0.27 -0.18 0.07
0.29 0.36 -0.44
-0.27 0.22 0.09
0.08 0.15 -0.09
0.38 -0.01 0.14
0.15 -0.25 -0.04
-0.20 -0.27 -0.11
0.10 0.14 -0.91
-0.02 0.24 -0.50
0.08 0.05 -0.20
-0.06 0.25 0.33
0.02 0.12 -0.42
-0.15 0.09 0.48
0.12 -0.11 -0.36
-0.13 -0.21 0.49
0.00 -0.36 0.40
0.17 -0.18 -0.20
-0.34 0.18 -0.06
0.08 0.22 -0.02
0.10 -0.15 -0.18
0.13 0.05 0.23
0.05 0.21 -0.43
0.16 0.03 -0.70
-0.30 -0.20 0.66
0.51 -0.01 0.64
0.80 0.37 0.18
-0.54 -0.05 -0.44
-0.31 -0.68 -0.06
-0.09 0.42 -0.11
0.16 -0.08 0.04
0.26 -0.28 0.05
0.24 0.05 0.22
0.03 0.39 -0.02
-0.26 0.00 0.12
0.10 -0.14 -0.27
-0.12 0.24 0.02
0.36 -0.04 -0.01
-0.48 -0.05 -0.13
-0.15 -0.40 -0.19

Its charge is +1.

=====

no.,gap between HOMO and LUMO (eV),highest occupied orbital energy (Ha)
1,8.86,-0.3733
2,10.79,-0.3579
3,4.82,-0.3691